# 1
74
Properties=species:S:1:pos:R:3:forces:R:3:mulliken_charge:R:1 method="wB97M-V/def2-TZVPD" total_charge=-1 homo_energy_ha="-0.0730 / -0.0766" lumo_ev="2.64 / 2.64" s2=3.758 energy_ev=-71843.471 homo_lumo_gap_ev="4.62 / 4.72" spin_multiplicity=4
Nd 0.1178 0.0836 0.1169 0.986 4.735 3.276 -0.07
P 0.5117 -1.4725 -1.7516 -0.626 -1.930 -2.326 -1.17
Cl -0.7324 -1.4472 1.7280 -1.408 -2.484 2.678 -0.47
C 1.1620 1.4317 2.7869 -1.481 0.472 -0.244 -1.41
H 1.2663 0.3883 3.0632 -0.038 0.087 -0.010 0.44
H 2.0100 2.0832 2.9552 0.029 -0.017 -0.045 0.32
C -0.9606 -2.4560 -2.2035 -0.081 -0.385 -0.581 0.61
C 1.9753 -2.4559 -1.2561 0.193 -0.474 -0.931 0.13
C -1.3273 -3.5760 -1.2181 -0.021 0.055 0.138 -0.44
H -1.7885 -1.7235 -2.1812 0.373 -0.086 0.082 0.47
C -2.6537 -4.2348 -1.6303 0.159 0.042 -0.057 -0.77
H -0.5242 -4.3263 -1.2021 -0.137 -0.010 -0.074 0.15
H -1.4036 -3.1892 -0.1959 -0.015 0.056 -0.199 -0.02
C -2.6060 -4.7635 -3.0688 0.033 0.120 0.048 -0.77
H -2.8919 -5.0445 -0.9326 -0.005 0.050 -0.056 0.45
H -3.4587 -3.4918 -1.5460 0.116 -0.060 0.017 0.32
C -2.1884 -3.6560 -4.0425 0.126 -0.056 -0.034 -1.09
H -1.8779 -5.5848 -3.1275 -0.048 0.073 -0.001 0.32
H -3.5784 -5.1792 -3.3566 0.074 0.027 0.028 0.41
C -0.8556 -3.0205 -3.6160 -0.426 -0.603 -0.348 -0.31
H -2.1004 -4.0529 -5.0616 -0.053 0.012 0.095 0.39
H -2.9649 -2.8781 -4.0688 0.090 -0.076 0.029 0.38
H -0.0757 -3.7953 -3.6295 -0.086 0.061 -0.085 0.11
H -0.5611 -2.2573 -4.3418 -0.202 -0.324 0.246 -0.09
C 0.9401 -0.4081 -3.1999 0.533 -0.363 -0.140 0.09
C 2.2395 -3.6762 -2.1354 0.553 -0.482 -0.015 -0.69
H 2.7848 -1.7283 -1.4266 -0.066 -0.118 0.117 0.70
C 3.6414 -4.2279 -1.8312 -0.109 -0.166 -0.022 -1.01
H 1.5004 -4.4592 -1.9207 0.046 0.081 -0.005 0.19
H 2.1512 -3.4417 -3.2022 0.016 -0.180 0.337 0.42
C 3.7669 -4.6163 -0.3532 -0.025 0.089 -0.003 -0.74
H 3.8484 -5.0938 -2.4722 0.028 0.054 0.075 0.39
H 4.3909 -3.4615 -2.0760 -0.098 -0.064 0.040 0.38
C 3.4065 -3.4415 0.5646 -0.098 0.041 -0.137 -0.85
H 3.0877 -5.4557 -0.1472 0.047 0.065 -0.038 0.31
H 4.7818 -4.9700 -0.1368 -0.086 0.030 -0.019 0.42
C 2.0224 -2.8645 0.2265 -0.025 0.067 0.035 0.12
H 3.4294 -3.7554 1.6147 -0.015 0.029 -0.119 0.39
H 4.1558 -2.6466 0.4522 -0.114 -0.037 0.015 0.30
H 1.2506 -3.6209 0.4183 0.019 0.092 0.010 0.16
H 1.8006 -2.0111 0.8845 0.177 -0.419 -0.206 -0.08
C -0.1879 0.2754 -3.9922 -0.045 0.067 -0.081 0.22
H 1.5389 0.3998 -2.7404 -0.068 -0.168 -0.033 0.85
C 0.4281 1.2400 -5.0193 0.070 -0.217 0.077 -1.04
H -0.7861 -0.4801 -4.5200 0.072 0.257 0.026 0.17
H -0.8683 0.8276 -3.3376 0.218 -0.144 0.082 -0.09
C 1.4025 0.5219 -5.9594 0.010 0.041 0.068 -0.71
H -0.3692 1.7270 -5.5923 0.078 -0.045 0.057 0.45
H 0.9659 2.0311 -4.4782 -0.080 -0.068 -0.056 0.36
C 2.4843 -0.2247 -5.1701 -0.024 -0.033 -0.072 -1.18
H 0.8433 -0.1968 -6.5759 0.054 0.049 0.066 0.31
H 1.8614 1.2410 -6.6481 -0.024 -0.080 0.036 0.39
C 1.8631 -1.1775 -4.1410 0.434 0.491 -0.696 -0.37
H 3.1351 -0.7861 -5.8503 -0.025 0.074 0.011 0.41
H 3.1209 0.5006 -4.6437 -0.092 -0.079 -0.054 0.39
H 1.2903 -1.9501 -4.6737 0.238 0.126 0.105 0.04
H 2.6561 -1.6817 -3.5817 -0.051 0.266 -0.200 0.28
C -1.6226 0.6206 -0.8835 2.048 -1.876 -1.791 0.25
C 0.0118 1.9093 2.2591 0.928 -0.811 1.135 0.28
H -1.8782 0.2169 -1.8127 -1.308 -0.099 -1.547 0.39
C -0.2188 3.3205 1.8541 -0.264 0.775 -0.237 -0.49
H -0.8279 1.2215 2.1055 0.126 0.249 0.510 0.46
C -1.6402 3.5668 1.3113 0.278 0.223 -0.170 -0.94
H -0.0308 3.9965 2.7072 0.049 -0.233 -0.252 0.43
H 0.5019 3.5831 1.0614 -0.083 0.106 0.227 0.15
C -1.8530 3.0099 -0.1078 -0.402 0.381 0.344 -0.33
H -2.3682 3.1180 1.9956 -0.022 0.076 -0.003 0.36
H -1.8309 4.6455 1.3009 0.067 -0.045 0.112 0.37
C -2.4055 1.5567 -0.1719 -1.944 1.541 0.422 -1.42
H -2.5647 3.6562 -0.6381 0.152 0.081 0.030 0.44
H -0.9089 3.0562 -0.6673 -0.170 -0.037 0.046 0.19
H -2.6671 1.2311 0.8531 -0.044 0.186 0.173 0.37
H -3.3540 1.5818 -0.7274 -0.407 0.355 0.558 0.19
I 3.0463 0.5615 0.3327 1.900 0.588 -0.468 -0.57



# 2
83
Properties=species:S:1:pos:R:3:forces:R:3:mulliken_charge:R:1 method="wB97M-V/def2-TZVPD" total_charge=-1 homo_energy_ha="-0.1065 / -0.1122" de_lowest_kcal_mol=50.3 lumo_ev="1.99 / 2.00" s2=0.756 energy_ev=-106748.623 homo_lumo_gap_ev="4.89 / 5.05" spin_multiplicity=2
Pt 0.3155 0.0803 -0.1346 -0.199 0.309 -0.478 1.39
C 0.0928 0.4464 4.3723 0.002 0.018 0.289 -0.95
C 0.2543 0.7264 3.0146 -0.103 -0.122 -0.218 -0.33
N -0.2323 -0.0595 2.0736 0.115 0.066 -0.112 0.07
C -0.9257 -1.1570 2.4190 -0.158 -0.216 0.516 0.00
C -1.1747 -1.5020 3.7689 0.512 0.727 -0.326 1.08
C -0.6152 -0.6630 4.7544 -0.091 -0.126 -0.175 -0.77
C -1.9594 -2.6406 4.0766 -0.504 -0.747 -0.272 -0.90
C -2.4871 -3.4147 3.0890 0.120 0.199 0.926 -0.93
C -2.2447 -3.1155 1.7260 0.213 0.256 -0.887 0.97
C -2.7630 -3.8848 0.6639 0.091 0.119 0.233 -0.68
C -2.4707 -3.5316 -0.6270 -0.119 -0.166 -0.120 -0.84
C -1.6479 -2.4276 -0.8727 0.060 0.056 0.229 -0.08
N -1.1480 -1.6955 0.1009 -0.278 -0.197 -0.169 -0.49
C -1.4459 -2.0019 1.3737 -0.298 -0.385 0.231 0.21
H 0.5319 1.1088 5.1062 -0.009 0.002 -0.007 0.41
H 0.7880 1.6038 2.6744 0.063 -0.024 -0.042 0.51
H -0.7519 -0.9103 5.8004 -0.014 0.029 0.015 0.40
H -2.1477 -2.8870 5.1148 0.036 0.036 0.018 0.36
H -3.0963 -4.2740 3.3431 -0.006 -0.015 -0.052 0.36
H -3.3838 -4.7442 0.8881 -0.009 -0.009 -0.029 0.40
H -2.8603 -4.0980 -1.4630 0.005 -0.008 0.013 0.37
H -1.3833 -2.1274 -1.8801 0.033 0.058 -0.011 0.40
C -3.8734 3.4324 -3.1460 0.119 -0.071 -0.009 -1.19
C -2.3689 3.6070 -3.0875 -0.125 0.077 0.058 -0.21
O -1.7289 2.3358 -3.1897 0.017 -0.112 -0.054 -0.44
P -0.6590 1.8909 -2.0609 -0.037 0.702 -0.316 0.77
S 0.1345 0.1925 -2.7306 -0.149 0.066 0.632 -0.61
S -1.4896 2.0923 -0.2534 0.055 -0.205 -0.381 -0.54
O 0.3866 3.1136 -2.2883 -0.174 -0.248 0.014 -0.40
C 1.4545 3.3554 -1.3759 0.180 0.156 0.086 0.37
C 2.1545 4.6234 -1.8278 -0.197 -0.126 -0.020 -1.50
H -4.3572 4.4112 -3.1407 -0.040 -0.004 -0.013 0.37
H -4.2152 2.8641 -2.2807 0.003 -0.007 -0.009 0.24
H -4.1599 2.8980 -4.0530 -0.025 0.018 0.007 0.29
H -2.0919 4.0934 -2.1500 0.045 0.022 -0.027 0.35
H -2.0148 4.2221 -3.9184 0.042 -0.002 0.023 0.29
H 2.1355 2.4996 -1.3689 -0.075 -0.023 0.039 0.00
H 1.0477 3.4732 -0.3675 -0.007 -0.076 -0.018 0.20
H 2.6278 4.4682 -2.7981 0.038 0.055 0.013 0.31
H 2.9119 4.9161 -1.1005 0.044 0.001 -0.020 0.39
H 1.4237 5.4288 -1.9226 0.037 0.030 0.020 0.43
C 5.3167 -3.2517 1.5231 -0.053 0.197 -0.031 -1.04
Si 5.8730 -2.2972 -0.0147 0.149 -0.364 -0.002 0.49
C 7.7681 -2.4495 -0.0992 -0.115 0.112 -0.023 -1.07
C 5.1700 -3.1873 -1.5339 -0.046 0.201 0.063 -1.06
Si 5.1381 -0.0665 0.0553 -0.293 -0.006 0.175 -0.29
Te 2.7215 -0.1787 0.7739 1.156 -0.087 0.307 -0.65
Si 5.9951 1.0538 1.9506 0.147 0.248 0.342 0.29
C 7.8946 1.1866 2.0029 -0.133 -0.081 -0.146 -1.10
C 5.4837 0.1989 3.5650 -0.039 -0.118 -0.215 -0.95
C 5.3203 2.8264 2.0475 -0.042 -0.156 -0.186 -0.94
Si 5.8192 1.0577 -1.8925 0.207 0.340 -0.445 0.52
C 7.7093 1.0374 -2.1249 -0.098 -0.185 0.196 -1.12
C 5.3690 2.8977 -1.8171 -0.112 -0.203 0.138 -0.56
C 5.1064 0.3078 -3.4804 -0.115 -0.059 0.272 -1.12
H 5.5216 -4.3224 1.4395 0.065 0.012 -0.092 0.38
H 4.2431 -3.1190 1.6759 0.010 0.029 -0.013 0.24
H 5.8233 -2.8801 2.4177 -0.002 0.001 -0.015 0.27
H 8.0913 -3.4937 -0.1295 -0.063 -0.027 0.006 0.38
H 8.2333 -1.9809 0.7719 0.000 0.002 -0.012 0.24
H 8.1617 -1.9530 -0.9898 0.007 -0.009 0.027 0.24
H 5.3751 -4.2607 -1.5131 0.059 0.002 0.078 0.38
H 5.5927 -2.7828 -2.4571 -0.004 0.002 0.016 0.28
H 4.0864 -3.0526 -1.5805 0.009 0.022 0.012 0.28
H 8.3522 0.1939 1.9882 0.012 0.018 -0.012 0.24
H 8.2368 1.6988 2.9061 -0.064 0.014 0.025 0.38
H 8.2755 1.7393 1.1401 0.007 -0.015 0.010 0.27
H 5.9420 -0.7899 3.6545 -0.002 0.020 -0.006 0.26
H 4.4006 0.0622 3.5836 0.000 -0.010 -0.022 0.19
H 5.7718 0.7843 4.4427 0.070 0.078 -0.070 0.37
H 5.7194 3.4554 1.2477 -0.004 -0.024 0.007 0.28
H 5.5640 3.3012 3.0017 0.070 -0.079 0.032 0.39
H 4.2323 2.8096 1.9460 0.009 -0.021 -0.018 0.15
H 8.2204 1.5053 -1.2798 -0.011 -0.026 0.000 0.21
H 7.9970 1.5809 -3.0289 -0.092 0.023 -0.029 0.38
H 8.0885 0.0162 -2.2166 0.013 0.034 0.000 0.26
H 6.0179 3.4195 -1.1092 -0.003 -0.025 0.012 0.32
H 4.3401 3.0283 -1.4796 0.024 0.021 -0.006 -0.28
H 5.4712 3.3878 -2.7885 0.026 -0.075 -0.045 0.41
H 5.5384 -0.6801 -3.6599 -0.015 0.004 0.012 0.30
H 5.3239 0.9306 -4.3515 0.054 0.067 0.047 0.40
H 4.0223 0.1868 -3.4143 0.001 0.010 0.014 0.29



# 3
79
Properties=species:S:1:pos:R:3:forces:R:3:mulliken_charge:R:1 method="wB97M-V/def2-TZVPD" total_charge=+1 homo_energy_ha=-0.4023 de_lowest_kcal_mol=69.4 lumo_ev=-4.31 energy_ev=-43956.163 homo_lumo_gap_ev=6.64
O -2.9438 -0.1625 -6.5735 0.524 0.247 -0.153 -0.21
N -2.0546 0.5227 -6.3523 -1.289 0.169 -0.704 0.24
O -1.0442 -0.1959 -5.5130 0.314 -0.656 1.186 -0.34
C -1.1823 0.3288 -4.2493 0.394 -0.202 -0.917 0.60
C -1.5827 -0.4450 -3.1702 0.009 0.221 0.271 -0.23
C -1.7281 0.1942 -1.9379 -0.177 -0.954 -0.269 -0.22
C -1.4583 1.5289 -1.8370 -0.098 0.372 0.984 -0.72
N -1.0477 2.2237 -2.8986 0.057 0.584 -0.162 0.25
C -0.9140 1.6728 -4.1031 0.161 0.011 -0.216 -0.50
H -1.7698 -1.5087 -3.2949 0.012 0.210 0.012 0.50
H -2.0662 -0.3677 -1.0738 0.189 0.189 -0.057 0.32
H -1.5674 2.0609 -0.8961 0.124 0.003 -0.251 0.47
H -0.8219 3.2143 -2.8033 0.113 -0.097 0.050 0.14
H -0.6029 2.2781 -4.9498 0.037 0.035 0.347 0.60
C -0.1876 -3.6337 1.0159 0.083 -0.150 -0.211 -0.82
C 1.0956 -2.9707 1.5035 -0.211 0.162 0.095 -0.32
C 1.3399 -1.9312 0.4231 0.319 -0.067 -0.070 -0.47
O 0.0501 -1.5405 -0.0762 -0.196 -0.058 -0.077 -0.22
C -0.9420 -2.4557 0.4182 -0.108 0.181 0.241 -0.31
H -0.7480 -4.1400 1.8006 -0.030 0.043 -0.014 0.36
H 0.0452 -4.3645 0.2367 -0.042 -0.013 0.023 0.31
H 0.9183 -2.4799 2.4621 0.086 -0.049 0.017 0.20
H 1.9282 -3.6607 1.6256 -0.008 0.021 0.011 0.29
H 1.9106 -2.3528 -0.4124 0.050 -0.013 0.035 0.24
H 1.8667 -1.0541 0.7945 -0.078 -0.012 -0.069 0.27
H -1.5342 -1.9362 1.1784 -0.077 -0.107 0.002 0.23
H -1.6071 -2.7537 -0.3983 0.047 0.027 -0.051 0.29
C 1.0198 5.4634 -5.9718 -0.140 -0.169 -0.012 -0.55
C 0.1708 6.5674 -5.3566 0.093 0.142 -0.006 -0.60
C -0.1987 5.9678 -4.0109 -0.038 -0.050 0.073 -0.41
O 0.8892 5.1081 -3.6278 -0.330 -0.209 -0.147 -0.33
C 1.7609 4.9257 -4.7580 0.227 0.107 0.042 -0.36
H 1.6892 5.8099 -6.7566 0.002 -0.011 0.021 0.39
H 0.3731 4.6874 -6.3932 0.032 0.017 -0.047 0.19
H 0.7769 7.4639 -5.2121 -0.042 0.001 0.017 0.28
H -0.6989 6.8376 -5.9531 0.003 -0.015 0.019 0.34
H -1.1084 5.3556 -4.0863 -0.084 0.103 -0.049 0.25
H -0.3528 6.7233 -3.2407 0.034 -0.080 0.063 0.29
H 2.6778 5.4907 -4.5711 0.025 -0.047 -0.039 0.32
H 2.0184 3.8692 -4.8531 -0.002 -0.002 0.098 0.24
C 3.7423 2.8931 -0.5425 0.219 0.018 -0.083 -0.73
C 2.5585 2.4144 -1.3651 -0.251 -0.010 -0.028 0.00
C 2.5757 0.9148 -1.1016 0.186 -0.142 0.055 0.14
O 3.1090 0.7356 0.2183 -0.037 0.379 -0.323 -0.35
C 3.6685 1.9791 0.6685 -0.122 -0.037 0.241 -0.51
H 3.6983 3.9493 -0.2809 -0.011 -0.022 0.017 0.35
H 4.6709 2.7157 -1.0900 -0.011 0.020 0.011 0.32
H 1.6342 2.8534 -0.9746 0.015 0.022 -0.014 0.12
H 2.6315 2.6609 -2.4251 0.011 -0.004 0.012 0.06
H 3.2343 0.3938 -1.8047 -0.067 0.024 -0.080 0.24
H 1.5806 0.4651 -1.1585 0.035 -0.098 0.102 -0.21
H 3.0043 2.3900 1.4359 0.060 0.055 0.018 0.27
H 4.6449 1.7962 1.1163 -0.038 -0.097 0.010 0.30
C -4.4772 -0.4216 4.7060 0.156 0.158 0.058 -0.56
C -5.3217 0.0807 3.5437 -0.189 -0.094 -0.030 -0.59
C -4.3666 -0.0821 2.3719 0.180 0.064 -0.040 -0.42
O -3.5222 -1.1959 2.6795 -0.095 0.126 0.051 -0.30
C -3.6977 -1.5543 4.0582 -0.067 -0.226 -0.006 -0.42
H -5.0610 -0.7461 5.5657 0.001 -0.020 -0.027 0.35
H -3.7928 0.3643 5.0352 -0.010 -0.028 0.026 0.27
H -6.1921 -0.5660 3.4099 0.003 0.031 -0.021 0.27
H -5.6743 1.1039 3.6655 0.028 -0.006 -0.008 0.34
H -3.7303 0.8034 2.2521 -0.072 0.061 -0.005 0.24
H -4.8855 -0.2679 1.4292 0.049 -0.066 -0.007 0.28
H -4.2583 -2.4938 4.0948 0.010 0.001 0.072 0.28
H -2.7228 -1.7137 4.5203 0.036 0.000 -0.102 0.26
C 2.5908 -6.0572 5.3381 0.024 0.014 0.210 -0.55
C 1.1574 -6.1446 4.8360 -0.037 -0.090 -0.205 -0.59
C 0.7417 -4.6822 4.8268 -0.010 0.161 0.177 -0.05
O 1.9241 -3.9177 4.5648 -0.024 -0.245 0.063 -0.36
C 3.0702 -4.7701 4.6870 0.053 0.065 -0.201 -0.42
H 3.2022 -6.9193 5.0753 -0.003 0.023 -0.020 0.34
H 2.5982 -5.9525 6.4257 0.026 -0.010 -0.018 0.25
H 1.1436 -6.5448 3.8186 -0.025 -0.003 0.019 0.25
H 0.5111 -6.7662 5.4542 0.004 0.030 0.007 0.37
H 0.3485 -4.3746 5.8016 -0.081 -0.053 -0.015 0.28
H -0.0092 -4.4630 4.0650 0.041 0.079 -0.010 -0.04
H 3.4625 -4.9570 3.6809 0.075 -0.044 0.034 0.24
H 3.8394 -4.2635 5.2704 -0.048 0.081 -0.028 0.29